Record 1
{
  "formula": "C12H25Br3Cl5CuN",
  "method": "wB97M-V/def2-TZVPD",
  "symbols": ["Cu", "C", "C", "C", "C", "N", "C", "C", "C", "C", "C", "H", "H", "H", "H", "H", "H", "H", "H", "H", "H", "H", "H", "H", "H", "H", "H", "H", "H", "H", "H", "Cl", "C", "Cl", "Cl", "H", "H", "C", "Cl", "Cl", "H", "H", "C", "Br", "Br", "Br", "H"],
  "coordinates": [[-2.877960, -11.274185, 33.419979], [-9.421466, -9.553329, 36.950934], [-8.348669, -8.485074, 36.553195], [-8.443124, -8.238186, 35.050132], [-7.460763, -7.186236, 34.487820], [-7.282370, -7.208008, 32.941082], [-6.808646, -8.582115, 32.432632], [-5.908665, -8.242708, 31.355778], [-5.131793, -6.976604, 31.823222], [-6.118445, -6.193204, 32.596699], [-8.663368, -6.859717, 32.369492], [-9.820742, -9.393590, 37.952519], [-9.051485, -10.577900, 36.912539], [-10.259620, -9.556569, 36.254084], [-7.360662, -8.827313, 36.861117], [-8.546662, -7.556458, 37.088518], [-9.471594, -7.953424, 34.828171], [-8.330632, -9.204908, 34.559317], [-6.435398, -7.391212, 34.795553], [-7.662473, -6.166915, 34.817051], [-7.676578, -9.168582, 32.131231], [-6.263211, -9.149311, 33.186869], [-6.485921, -8.184297, 30.433027], [-5.164331, -9.005616, 31.127661], [-4.699735, -6.512319, 30.936729], [-4.320844, -7.242100, 32.501436], [-6.499440, -5.375169, 31.985325], [-5.675603, -5.698745, 33.461276], [-8.382087, -6.844546, 31.316518], [-9.033892, -5.886167, 32.690447], [-9.353359, -7.697485, 32.470263], [-2.392594, -9.913751, 31.174953], [0.352106, -10.413861, 28.642057], [0.703538, -9.900593, 26.990773], [0.171360, -12.171323, 28.870398], [1.141668, -10.015423, 29.279189], [-0.576271, -9.900388, 28.892181], [-4.112704, -8.194288, 28.134990], [-5.572677, -9.101161, 27.566240], [-2.636751, -8.710827, 27.279560], [-4.294904, -7.131518, 27.975508], [-4.005307, -8.468396, 29.184480], [-0.959204, -6.485272, 29.800716], [0.249779, -6.479442, 28.273254], [-2.290820, -5.042473, 29.564547], [0.197149, -6.452090, 31.392472], [-1.554280, -7.398083, 29.828470]],
  "atomic_forces_ev_per_a": [[0.3, 0.3, -0.8], [0.3, 0.2, -0.1], [-0.8, -0.4, 0.3], [0.1, 0.3, -0.5], [0.9, -1.1, -0.1], [-0.6, 0.7, 2.5], [-1.2, 0.0, 1.4], [1.8, 0.2, -1.9], [0.2, -1.5, -0.9], [-1.5, 0.8, -0.5], [1.8, -0.4, -1.8], [0.1, 0.1, -0.1], [0.3, 0.1, 0.0], [-0.1, 0.3, 0.0], [0.1, 0.0, -0.1], [0.0, 0.0, 0.0], [0.0, 0.2, 0.0], [0.3, -0.1, -0.2], [0.0, -0.2, 0.5], [-0.3, 0.0, -0.3], [0.0, 0.1, 0.1], [-0.3, 0.4, 0.6], [0.2, 0.8, -0.2], [-0.2, -0.4, 0.2], [-0.1, 0.5, 0.3], [0.2, -0.4, -0.2], [-0.6, -0.2, 0.1], [-0.5, -0.5, 0.4], [-0.8, 0.5, -0.3], [0.2, -0.3, 0.2], [0.1, 0.3, 0.6], [0.0, -0.5, 0.8], [-0.1, 0.3, -0.2], [0.1, -0.5, 0.2], [0.1, 0.9, -0.2], [0.1, -0.4, 0.1], [-0.3, -0.3, 0.2], [-0.9, -0.7, -0.2], [0.8, 0.5, 0.2], [-0.1, 0.3, 0.2], [0.2, -0.2, 0.0], [0.1, 0.2, -0.1], [-0.9, 0.7, 0.2], [-0.2, 0.0, 0.9], [1.2, -0.8, 0.3], [-0.4, 0.3, -1.4], [0.5, 0.0, -0.2]],
  "mulliken_charge": [0.84, -1.24, -0.52, -0.61, -1.05, 0.40, -0.97, -0.30, 0.22, -0.83, -1.10, 0.36, 0.32, 0.36, 0.35, 0.35, 0.41, 0.34, 0.43, 0.59, 0.40, 0.28, 0.26, 0.32, 0.00, 0.34, 0.36, 0.32, 0.54, 0.28, 0.40, -0.22, 0.40, -0.04, 0.01, 0.34, -0.36, 0.45, -0.12, -0.08, 0.28, -0.45, 0.33, 0.44, 0.09, 0.23, -0.18],
  "gap_ev": [7.3750, 3.4289],
  "s_squared": 2.011,
  "total_charge": 3,
  "lumo_ev": [-10.67, -14.62],
  "energy_ev": -331684.34454,
  "spin_multiplicity": 3
}

---

Record 2
{
  "formula": "C5H7NO",
  "method": "wB97M-V/def2-TZVPD",
  "symbols": ["C", "C", "C", "C", "N", "H", "H", "H", "H", "H", "C", "O", "H", "H"],
  "coordinates": [[-0.575428, 1.096390, -0.199148], [0.232119, 0.156221, -0.677321], [1.411587, 0.703745, -1.442542], [-0.194158, -1.209162, -0.867300], [-0.516002, -2.311552, -1.031543], [-0.144616, 2.074581, -0.006950], [-1.636543, 0.979266, -0.139496], [2.274713, 0.979703, -0.836579], [1.047085, 1.600146, -1.956635], [1.672698, -0.020497, -2.207282], [-0.888846, -1.018935, 2.344660], [-1.863993, -0.347596, 2.118282], [-0.795160, -2.062623, 1.990598], [-0.023455, -0.619688, 2.911255]],
  "atomic_forces_ev_per_a": [[-0.3, -0.1, 0.1], [-0.4, 0.6, -0.6], [0.4, -0.2, -0.2], [-0.3, -0.8, -0.3], [0.4, 1.1, 0.3], [-0.3, 0.1, -0.4], [-0.3, -0.3, 0.9], [0.1, -0.3, 0.0], [0.4, -0.2, 0.1], [0.4, 0.0, 0.0], [-0.3, 0.1, 0.0], [0.4, -0.3, 0.2], [-0.1, 0.1, 0.0], [-0.1, 0.0, 0.0]],
  "mulliken_charge": [-0.88, 0.90, -1.34, 0.10, -0.45, 0.33, 0.32, 0.29, 0.36, 0.37, -0.16, -0.39, 0.30, 0.25],
  "gap_ev": 10.1417,
  "lumo_ev": 0.19,
  "energy_ev": -8833.61864,
  "smiles": "C=C(C)C#N.C=O",
  "spin_multiplicity": 1
}

---

Record 3
{
  "formula": "C12H25ClI2IrNP2",
  "method": "wB97M-V/def2-TZVPD",
  "symbols": ["I", "I", "Ir", "P", "C", "C", "H", "H", "H", "H", "H", "H", "C", "H", "H", "H", "P", "C", "C", "H", "H", "H", "C", "H", "H", "H", "H", "H", "H", "Cl", "N", "C", "C", "C", "C", "C", "C", "H", "H", "H", "H", "H", "H", "H"],
  "coordinates": [[1.727050, -0.788879, 0.059872], [-0.969397, 1.549023, 0.374778], [-0.943498, -1.036122, -0.530318], [-0.200922, 0.047555, -2.435213], [0.968082, 1.446584, -2.569442], [0.518938, -1.229740, -3.498215], [0.424618, -0.910339, -4.543294], [-1.484948, 0.737863, -4.338217], [-0.019368, -2.170841, -3.342448], [-2.507533, -0.071675, -3.102853], [1.989273, 1.137095, -2.321875], [1.574376, -1.361242, -3.240050], [-1.695117, 0.644063, -3.266152], [0.949891, 1.796841, -3.614900], [-1.976482, 1.617978, -2.854362], [0.686400, 2.286879, -1.921414], [-0.987530, -1.417717, 1.752619], [-0.100270, -0.538192, 3.078783], [-2.728483, -1.277559, 2.227929], [-0.884433, -3.739945, 1.133259], [-0.964136, -3.508254, 2.915061], [0.575123, -3.228583, 2.033704], [-0.515291, -3.151404, 1.980067], [-3.352019, -1.628420, 1.398651], [-2.901324, -1.894116, 3.118209], [-0.270631, -1.085159, 4.019699], [-0.460407, 0.487937, 3.200924], [-2.960891, -0.230823, 2.447071], [0.978903, -0.513347, 2.888349], [-2.319491, -2.643362, -1.354914], [2.216211, 2.352272, 1.227504], [2.926964, 3.390741, 1.709132], [2.840152, 3.744862, 3.087450], [3.619368, 4.785874, 3.577745], [4.479798, 5.508584, 2.730674], [4.553533, 5.163355, 1.368921], [3.797597, 4.120447, 0.857244], [1.552635, 1.830013, 1.795008], [2.213026, 2.124194, 0.232450], [2.165079, 3.184254, 3.744289], [3.533004, 5.011908, 4.645602], [5.089875, 6.319345, 3.125392], [5.208063, 5.690415, 0.678269], [3.861748, 3.842759, -0.200727]],
  "atomic_forces_ev_per_a": [[0.2, -0.4, -0.1], [-0.4, 0.2, 0.0], [0.5, 0.4, 0.2], [0.1, 0.4, -2.5], [0.2, 0.2, 0.4], [0.0, -0.1, 0.1], [0.1, -0.1, 0.2], [-0.1, 0.0, 0.2], [0.1, 0.1, -0.2], [0.1, 0.2, -0.2], [-0.2, 0.0, -0.2], [-0.1, -0.1, -0.1], [-0.1, 0.0, 0.2], [-0.1, -0.3, 0.3], [0.0, -0.1, -0.1], [0.0, -0.2, -0.3], [-0.9, -1.3, 2.0], [0.4, 0.3, -0.1], [0.0, 0.1, -0.2], [0.1, 0.0, 0.3], [0.1, 0.0, -0.2], [-0.2, -0.1, 0.0], [0.1, 0.0, -0.2], [0.0, 0.0, 0.3], [0.0, 0.1, -0.1], [-0.1, 0.0, -0.4], [-0.1, -0.3, 0.0], [-0.1, -0.2, 0.0], [-0.2, -0.1, 0.1], [0.8, 0.9, 0.5], [-0.9, -1.0, -0.8], [0.6, 0.7, 0.6], [-1.0, -1.9, -1.9], [1.6, 2.0, 0.4], [-0.1, -0.1, 0.0], [1.1, 1.8, 1.7], [-1.9, -2.2, -0.2], [0.4, 0.3, -0.1], [0.0, 0.2, 0.6], [0.3, 0.3, -0.2], [0.2, 0.1, -0.4], [-0.2, -0.2, -0.1], [0.0, 0.1, 0.3], [0.0, 0.2, 0.4]],
  "mulliken_charge": [0.03, 0.01, 0.93, 0.23, -0.98, -1.12, 0.44, 0.47, 0.38, 0.39, 0.36, 0.35, -1.13, 0.46, 0.35, 0.32, 0.22, -0.97, -1.14, 0.38, 0.45, 0.36, -1.11, 0.39, 0.44, 0.47, 0.35, 0.36, 0.32, -0.25, 0.03, 1.15, -0.31, -0.33, -0.68, -0.35, -0.30, -0.08, -0.04, 0.40, 0.44, 0.44, 0.44, 0.40],
  "gap_ev": [7.5808, 3.9795],
  "s_squared": 8.788,
  "total_charge": 3,
  "lumo_ev": [-10.22, -13.54],
  "energy_ev": -64451.06673,
  "spin_multiplicity": 6
}

---

Record 4
{
  "formula": "H10Na6O21S4",
  "method": "wB97M-V/def2-TZVPD",
  "symbols": ["Na", "Na", "Na", "Na", "Na", "Na", "S", "O", "O", "O", "O", "S", "O", "O", "O", "O", "S", "O", "O", "O", "O", "S", "O", "O", "O", "O", "O", "H", "H", "O", "H", "H", "O", "H", "H", "O", "H", "H", "O", "H", "H"],
  "coordinates": [[5.810835, 8.965027, -23.528633], [2.506566, 11.370727, -27.115089], [-3.299361, 9.511285, -25.160308], [1.842167, 6.637665, -21.553262], [-3.339187, 9.502856, -19.832004], [-1.066676, 15.292869, -25.741534], [1.195533, 6.711606, -26.299657], [1.664520, 5.844756, -27.401074], [0.214640, 7.670202, -26.773971], [0.580539, 5.940553, -25.261786], [2.292394, 7.528534, -25.863156], [-6.725476, 6.276212, -21.505356], [-7.997020, 6.689737, -22.053509], [-6.597952, 4.841404, -21.535299], [-5.670221, 6.891912, -22.299186], [-6.669953, 6.649680, -20.047584], [0.626669, 11.025530, -21.983169], [0.183402, 11.633182, -20.711070], [1.979109, 10.477834, -21.848911], [-0.279851, 9.895119, -22.309423], [0.678272, 11.996346, -23.027915], [-0.494047, 4.874633, -17.852761], [-1.026765, 4.189538, -18.986351], [0.716845, 4.201693, -17.498539], [-0.415429, 6.265792, -18.183503], [-1.528252, 4.695171, -16.800719], [4.512999, 14.595699, -22.965257], [3.633684, 14.223308, -23.031297], [4.998937, 14.192719, -23.684775], [0.391796, 15.024643, -17.019522], [1.154801, 15.521143, -17.315403], [0.319446, 14.301762, -17.642762], [-1.939972, 15.910171, -20.904467], [-1.702447, 15.057000, -20.541295], [-2.803125, 15.772963, -21.294818], [0.412932, 10.002656, -16.142055], [0.146911, 9.262612, -16.687767], [0.168349, 10.775898, -16.650489], [4.642895, 11.179576, -17.868129], [3.907251, 11.192813, -17.255852], [4.246357, 10.976540, -18.715343]],
  "atomic_forces_ev_per_a": [[-0.7, 0.0, -0.1], [-0.5, -0.6, 0.4], [0.7, -0.6, 0.3], [-0.9, 0.4, -0.3], [0.4, -0.6, -0.3], [0.2, -0.2, 0.1], [-0.7, -1.5, -2.9], [0.1, -0.2, -0.2], [-2.4, 2.1, -1.5], [-0.4, -1.6, 2.7], [4.0, 2.2, 2.2], [-0.2, 0.8, 1.0], [-1.8, 0.7, -0.4], [0.4, -2.2, 0.0], [1.6, 1.0, -0.2], [0.3, 0.4, -0.6], [-0.4, -2.0, 1.8], [-0.4, 0.5, 0.7], [2.1, -1.1, 0.7], [-1.1, -0.3, -0.3], [-0.5, 2.8, -2.9], [-1.6, -0.4, 1.7], [-1.8, -2.0, -3.3], [2.6, -0.1, 1.0], [1.2, 2.9, -0.2], [-0.1, 0.0, 0.5], [0.3, 0.3, 0.0], [-0.4, -0.3, 0.2], [0.1, -0.1, -0.1], [-0.2, 0.1, 0.3], [0.2, 0.1, -0.1], [0.0, -0.3, -0.2], [0.0, 0.4, -0.1], [0.3, -0.4, 0.1], [-0.2, 0.0, -0.1], [0.1, 0.2, 0.3], [0.0, -0.5, -0.2], [0.0, 0.2, -0.2], [0.4, 0.0, 0.1], [-0.2, -0.1, 0.1], [-0.3, 0.0, -0.3]],
  "mulliken_charge": [0.73, 0.55, 0.89, 0.94, 0.97, 0.15, 1.16, -0.76, -0.78, -0.70, -0.73, 1.23, -0.66, -0.59, -0.68, -0.63, 1.29, -0.76, -0.83, -0.79, -0.77, 1.15, -0.53, -0.65, -0.60, -0.60, -0.64, 0.35, 0.28, -0.65, 0.31, 0.33, -0.64, 0.34, 0.30, -0.64, 0.34, 0.31, -0.66, 0.33, 0.34],
  "gap_ev": 1.1590,
  "total_charge": -2,
  "lumo_ev": -0.26,
  "energy_ev": -112989.49026,
  "spin_multiplicity": 1
}

---

Which formula does entry 2 have?
C5H7NO